128
Properties=species:S:1:pos:R:3:mulliken_charge:R:1 method="wB97M-V/def2-TZVPD" total_charge=-1 total_energy_ev=-100335.540
Cs 0.613 -0.973 1.222 1.209
C 3.284 -5.089 -0.329 -0.995
N 1.880 -5.412 -0.562 0.344
C 1.547 -6.739 -1.038 -1.012
C 0.959 -4.447 -0.379 0.235
O 1.220 -3.343 0.030 -0.435
C -0.476 -4.750 -0.801 -0.949
O -1.281 -3.737 -0.258 0.108
C -2.537 -3.658 -0.857 -0.944
C -3.240 -2.430 -0.297 0.400
O -2.845 -1.894 0.723 -0.747
N -4.314 -1.983 -1.001 0.242
C -4.861 -0.670 -0.687 -1.013
C -4.732 -2.574 -2.257 -0.959
H 3.876 -5.420 -1.183 0.362
H 3.656 -5.573 0.578 0.297
H 3.382 -4.011 -0.236 0.233
H 2.419 -7.156 -1.538 0.312
H 0.737 -6.715 -1.767 0.402
H 1.267 -7.417 -0.225 0.276
H -0.810 -5.740 -0.470 0.360
H -0.501 -4.729 -1.899 0.429
H -3.147 -4.550 -0.650 0.378
H -2.433 -3.571 -1.946 0.607
H -4.277 -0.219 0.109 0.253
H -5.904 -0.749 -0.372 0.323
H -4.806 -0.033 -1.574 0.399
H -4.656 -3.660 -2.230 0.349
H -4.154 -2.195 -3.106 0.239
H -5.780 -2.325 -2.421 0.346
C -3.267 5.907 -1.136 -1.621
C -1.788 6.168 -1.196 1.122
C -1.282 7.435 -1.457 -0.828
C 0.086 7.678 -1.489 -0.769
C 0.966 6.628 -1.267 -1.065
C 0.484 5.352 -1.017 -0.072
C -0.887 5.119 -0.968 0.293
N -1.418 3.846 -0.690 0.452
C -0.575 2.751 -0.438 -1.296
N 0.046 2.770 0.793 0.468
C -0.872 2.805 1.941 -0.726
C -1.510 1.609 2.314 0.111
C -2.511 1.840 3.281 -0.241
C -2.784 3.076 3.864 -0.920
C -2.006 4.177 3.534 -1.003
C -1.026 4.051 2.550 1.649
C -0.180 5.254 2.196 -1.762
N -0.404 1.770 -1.218 0.031
C -0.849 1.824 -2.541 -0.587
C -0.525 2.856 -3.422 0.345
C -0.958 2.831 -4.739 -1.088
C -1.731 1.770 -5.194 -0.864
C -2.054 0.741 -4.316 -0.482
C -1.624 0.747 -2.994 0.058
C -1.954 -0.376 -2.049 1.150
H -3.827 6.838 -1.220 0.415
H -3.533 5.415 -0.196 0.327
H -3.596 5.249 -1.947 0.295
H -1.978 8.249 -1.628 0.369
H 0.458 8.676 -1.687 0.406
H 2.035 6.797 -1.294 0.419
H 1.171 4.533 -0.840 0.584
H -2.161 3.594 -1.327 0.475
H 0.627 1.955 0.820 0.402
H -3.122 1.016 3.647 0.354
H -3.582 3.170 4.596 0.366
H -2.159 5.137 4.017 0.391
H -0.048 5.883 3.078 0.616
H -0.648 5.870 1.421 0.174
H 0.801 4.959 1.819 0.302
H 0.113 3.670 -3.080 0.514
H -0.678 3.634 -5.410 0.426
H -2.070 1.735 -6.222 0.390
H -2.641 -0.100 -4.669 0.402
H -2.661 -1.071 -2.515 -0.529
H -2.367 0.001 -1.111 -0.042
H -1.035 -0.926 -1.819 -0.127
C -0.965 -6.817 4.960 -1.070
C -0.598 -5.567 5.764 -0.497
C -0.870 -4.302 5.016 0.393
N 0.043 -3.536 4.545 -0.871
N -0.438 -2.468 3.821 0.419
C -1.736 -2.419 3.791 0.193
N -2.460 -1.421 3.238 0.184
S -2.483 -3.751 4.638 -0.333
H -0.735 -7.722 5.523 0.358
H -0.406 -6.841 4.024 0.283
H -2.029 -6.830 4.717 0.318
H 0.467 -5.563 5.994 0.247
H -1.141 -5.563 6.711 0.289
H -1.938 -0.675 2.751 -0.857
H -3.278 -1.697 2.722 0.348
S 3.161 -0.715 3.757 -0.364
C 1.944 -0.064 4.731 -0.030
N 1.499 1.195 4.571 -0.089
C 0.338 1.764 5.258 -0.033
C -0.593 0.642 5.673 0.376
C 0.178 -0.408 6.448 -0.779
N 1.385 -0.792 5.721 -0.151
H 1.883 1.676 3.777 0.266
H -0.176 2.435 4.571 -0.301
H 0.666 2.340 6.129 0.367
H -1.016 0.203 4.772 -0.500
H -1.416 1.036 6.269 0.583
H -0.435 -1.301 6.586 0.283
H 0.444 -0.033 7.441 0.408
H 1.631 -1.768 5.668 0.272
C 7.131 0.865 -6.192 -1.466
C 6.033 0.367 -5.284 0.797
C 6.161 -0.816 -4.575 -1.259
C 5.151 -1.294 -3.737 1.095
C 5.387 -2.586 -3.001 -1.490
C 3.952 -0.569 -3.594 -0.430
Te 2.386 -1.269 -2.346 -0.256
C 3.819 0.642 -4.312 1.333
C 2.568 1.476 -4.207 -1.333
C 4.851 1.082 -5.134 -1.059
H 7.998 0.204 -6.157 0.335
H 7.462 1.867 -5.906 0.319
H 6.794 0.920 -7.231 0.306
H 7.080 -1.392 -4.669 0.144
H 6.380 -2.987 -3.230 0.332
H 4.628 -3.326 -3.266 0.275
H 5.297 -2.438 -1.922 0.272
H 2.380 1.763 -3.168 0.210
H 1.685 0.907 -4.511 0.297
H 2.642 2.379 -4.819 0.274
H 4.725 2.017 -5.678 0.259

=====

61
Properties=species:S:1:pos:R:3:mulliken_charge:R:1 method="wB97M-V/def2-TZVPD" total_charge=+1 s_squared=2.231 total_energy_ev=-39111.404 multiplicity=3
C 1.359 -1.727 1.097 -0.246
C 1.992 -1.208 -0.085 0.887
C 1.096 -1.421 -1.207 0.464
C -0.088 -2.074 -0.702 0.433
C 0.074 -2.251 0.720 1.324
W 0.163 -0.128 0.181 0.844
C -3.788 1.053 -0.790 0.833
C -3.253 0.683 0.408 -1.388
H -3.435 1.320 1.301 0.351
C -2.148 -0.272 0.506 -0.454
H -2.397 -1.162 -0.087 0.608
H -2.066 -0.522 1.575 0.321
C -4.008 2.500 -0.915 -1.460
H -3.337 2.991 -0.206 0.378
H -3.671 2.797 -1.902 0.419
H -5.041 2.820 -0.752 0.254
C -3.534 0.328 -2.064 -0.982
H -2.505 -0.041 -1.997 0.037
H -4.226 -0.511 -2.217 0.250
H -3.572 1.064 -2.872 0.430
C 3.412 -0.766 -0.138 -1.820
H 3.672 -0.108 0.704 0.321
H 4.089 -1.632 -0.139 0.331
H 3.608 -0.209 -1.057 0.642
C 1.333 -1.063 -2.632 -1.213
H 1.824 -0.092 -2.732 0.147
H 1.971 -1.837 -3.076 0.351
H 0.385 -1.000 -3.181 0.332
C -1.140 -2.729 -1.542 -1.660
H -1.280 -2.186 -2.484 0.358
H -0.786 -3.742 -1.788 0.354
H -2.110 -2.823 -1.034 0.375
C -0.776 -3.143 1.576 -1.512
H -1.841 -3.078 1.309 0.338
H -0.463 -4.188 1.410 0.339
H -0.665 -2.932 2.649 0.413
C 2.055 -2.010 2.392 -1.494
H 1.345 -2.168 3.217 0.379
H 2.648 -2.936 2.308 0.350
H 2.756 -1.211 2.662 0.338
C 1.490 1.620 -0.832 0.730
C 0.809 2.966 -1.253 -0.756
C 2.804 1.974 -1.240 -0.973
C 0.714 2.933 -2.661 -0.429
H 0.227 3.758 -0.792 0.456
C 3.031 2.566 -2.528 -0.552
H 3.620 1.720 -0.550 0.589
C 1.942 2.890 -3.362 -0.536
H -0.269 2.980 -3.161 0.406
H 4.048 2.754 -2.897 0.386
H 2.027 2.994 -4.454 0.414
C 1.481 1.182 3.426 -1.220
S -0.069 0.834 2.554 1.092
C -0.867 -0.232 3.797 -1.238
O -0.853 2.116 2.523 -0.654
H 1.922 0.283 3.871 0.371
H 1.212 1.900 4.210 0.504
H 2.192 1.636 2.726 0.240
H -1.501 0.446 4.382 0.504
H -1.496 -1.020 3.367 0.304
H -0.117 -0.690 4.455 0.391